An isolated molecule of C19H23FN2O3 in a non-equilibrium geometry, computed with ωB97M-V with the def2-TZVPD basis set.

Last columns: bonded neighbours and bond lengths (Å).
Cartesian coordinates (Å):
1 C 5.26380 0.49180 1.45917  O2 1.440, H26 1.115, H27 1.194, H28 1.045
2 O 4.21339 1.14356 0.71974  C1 1.440, C3 1.299
3 C 3.10789 0.69933 0.20298  O2 1.299, C4 1.617, C24 1.418
4 C 2.17448 1.92473 -0.28862  C3 1.617, C5 1.406, H29 0.949
5 C 1.16838 1.30984 -1.05364  C4 1.406, C6 1.467, C20 1.362
6 C 0.08942 2.16362 -1.56143  C5 1.467, N7 1.512, H30 1.326, H31 0.946
7 N -1.08789 2.15202 -0.61338  C6 1.512, C8 1.253, C19 1.492
8 C -1.03791 2.56145 0.56978  N7 1.253, C9 1.737, H32 1.102, H33 1.215
9 C -2.29216 1.96666 1.61454  C8 1.737, N10 1.539, H34 1.033, H35 0.993
10 N -2.83328 0.77671 0.80232  C9 1.539, C11 1.258, C18 1.502
11 C -2.34975 -0.38357 0.84540  N10 1.258, C12 1.454, C16 1.267
12 C -0.96992 -0.51361 1.28581  C11 1.454, C13 1.419, H36 1.094
13 C -0.61356 -1.86280 1.54395  C12 1.419, C14 1.519, H37 1.132
14 C -1.35070 -2.97962 0.82550  C13 1.519, C15 1.391, H38 1.114
15 C -2.65640 -2.63314 0.49370  C14 1.391, C16 1.369, H39 1.181
16 C -3.02872 -1.32508 0.33754  C11 1.267, C15 1.369, F17 1.368
17 F -4.32718 -1.22824 -0.08308  C16 1.368
18 C -3.51996 1.42717 -0.36471  N10 1.502, C19 1.776, H40 0.994, H41 1.222
19 C -2.39266 2.45957 -1.26950  N7 1.492, C18 1.776, H42 1.202, H43 1.041
20 C 0.87534 0.03838 -1.44367  C5 1.362, C21 1.395, H44 0.890
21 C 1.81384 -0.90762 -1.03230  C20 1.395, O22 1.322, C24 1.505
22 O 1.61482 -2.20962 -0.91612  C21 1.322, C23 1.548
23 C 0.60739 -2.78523 -1.94089  O22 1.548, H45 1.194, H46 1.231, H47 0.849
24 C 2.86937 -0.68653 0.01751  C3 1.418, C21 1.505, O25 1.444
25 O 3.89163 -1.66332 0.30904  C24 1.444, H48 0.985
26 H 6.05151 1.15494 1.88631  C1 1.115
27 H 5.90166 0.06625 0.54431  C1 1.194
28 H 4.88083 -0.27855 2.05301  C1 1.045
29 H 2.31158 2.85533 -0.16006  C4 0.949
30 H 0.40836 3.42385 -1.30216  C6 1.326
31 H -0.30303 2.32945 -2.40630  C6 0.946
32 H -0.04564 2.26829 0.95000  C8 1.102
33 H -1.05950 3.70416 0.98281  C8 1.215
34 H -3.01152 2.70738 1.64917  C9 1.033
35 H -1.87432 1.83098 2.50493  C9 0.993
36 H -0.43002 0.33936 1.70650  C12 1.094
37 H 0.39138 -2.26300 1.87877  C13 1.132
38 H -0.83648 -3.95881 0.95946  C14 1.114
39 H -3.14818 -3.35744 -0.29901  C15 1.181
40 H -4.29366 2.01270 -0.14831  C18 0.994
41 H -3.77435 0.51818 -1.14086  C18 1.222
42 H -2.42595 2.07363 -2.40767  C19 1.202
43 H -2.64093 3.45715 -1.10341  C19 1.041
44 H 0.13380 -0.34855 -1.74684  C20 0.890
45 H 0.80196 -3.95957 -2.02970  C23 1.194
46 H 0.64423 -2.22817 -3.03796  C23 1.231
47 H -0.11312 -2.60743 -1.52854  C23 0.849
48 H 3.58310 -2.53003 -0.04215  O25 0.985

The SMILES is COc1cc(CN2CCN(c3ccccc3F)CC2)cc(OC)c1O. The HOMO-LUMO gap is 7.7995 eV. As for the electronic energy: -31900.3889 eV. For the energy above the lowest of the compared OMol25 structures with the same formula, charge and spin, the calculation gives 0.0 kcal per mole.